Record 1
Formula: C28H47NO4S
Source: OMol25
Level of theory: ωB97M-V/def2-TZVPD

Each line ends with the Mulliken charge.
Geometry (Å):
C -2.999 0.914 -2.807  -1.17
C -2.692 0.439 -1.612  -0.91
C -1.610 0.958 -0.693  3.44
C -0.488 1.636 -1.489  -2.03
C -1.061 -0.254 0.081  -2.91
C -0.013 -0.128 1.201  -1.17
O 1.188 0.470 0.689  -0.54
C 2.169 -0.327 0.286  0.62
O 2.165 -1.531 0.358  -0.66
C 3.288 0.475 -0.330  -0.76
S 3.045 0.403 -2.143  -0.18
C 3.622 -1.304 -2.445  -0.24
C 3.077 -1.824 -3.773  -1.26
N 3.602 -3.151 -4.025  0.35
C 2.627 -4.219 -3.913  -0.56
C 2.222 -4.457 -2.461  -1.09
C 4.487 -3.250 -5.166  -0.76
C 3.814 -3.154 -6.541  -1.03
C -0.321 0.530 2.579  2.68
C 0.484 -0.301 3.602  -2.28
C 0.095 2.034 2.653  0.81
C 1.532 2.273 3.128  -1.94
C -0.851 2.843 3.555  -1.44
C -2.316 2.878 3.098  -1.60
C -2.842 1.492 2.689  2.35
C -3.971 0.966 3.608  -1.34
C -3.966 -0.547 3.377  -0.78
C -2.544 -0.877 2.956  -0.17
O -2.133 -1.971 2.665  -0.60
C -1.782 0.420 3.042  -2.21
C -3.315 1.446 1.208  0.01
C -4.659 2.156 1.004  -1.90
C -2.255 2.028 0.228  -0.55
O -2.738 3.108 -0.538  -0.66
H -2.446 1.706 -3.285  0.29
H -3.814 0.502 -3.380  0.31
H -3.286 -0.373 -1.210  0.29
H -0.846 2.550 -1.953  0.48
H -0.110 0.971 -2.261  0.41
H 0.333 1.899 -0.831  0.30
H -1.883 -0.833 0.500  0.76
H -0.588 -0.896 -0.670  0.81
H 0.229 -1.178 1.422  1.15
H 4.264 0.053 -0.099  0.56
H 3.226 1.523 -0.050  0.33
H 4.713 -1.295 -2.462  0.29
H 3.272 -1.917 -1.617  0.22
H 3.372 -1.128 -4.566  0.48
H 1.982 -1.830 -3.734  0.36
H 1.723 -4.018 -4.513  0.33
H 3.092 -5.129 -4.300  0.50
H 3.106 -4.626 -1.853  0.32
H 1.579 -5.331 -2.397  0.45
H 1.682 -3.607 -2.054  0.04
H 5.232 -2.455 -5.071  0.34
H 5.014 -4.207 -5.091  0.43
H 3.266 -2.220 -6.637  0.29
H 4.566 -3.195 -7.324  0.41
H 3.119 -3.978 -6.685  0.27
H 1.524 -0.395 3.303  0.35
H 0.450 0.151 4.591  0.45
H 0.062 -1.301 3.668  0.61
H 0.057 2.448 1.645  0.12
H 2.241 1.694 2.545  0.17
H 1.659 2.028 4.179  0.44
H 1.776 3.326 3.001  0.53
H -0.485 3.871 3.599  0.53
H -0.790 2.447 4.572  0.34
H -2.416 3.573 2.265  0.35
H -2.921 3.279 3.914  0.43
H -4.939 1.418 3.422  0.52
H -3.710 1.181 4.647  0.45
H -4.233 -1.122 4.265  0.50
H -4.657 -0.846 2.587  0.27
H -1.698 0.519 4.136  1.63
H -3.478 0.396 0.956  0.57
H -4.610 3.188 1.337  0.31
H -4.923 2.151 -0.051  0.49
H -5.461 1.647 1.529  0.43
H -1.453 2.478 0.802  -0.06
H -3.250 2.756 -1.278  0.59

Atoms 1-3, force components in eV/Å:
-0.120 -0.049 -0.243
0.100 0.025 0.278
0.209 0.210 0.018

Output
**Energy above the lowest of the compared OMol25 structures with the same formula, charge and spin**: 3.2 kcal/mol
**DFT total energy**: -1849.00492 Eh
**Maximum force**: 0.853 eV Å⁻¹
**E_HOMO**: -8.20 eV
**Kohn-Sham gap**: 8.89 eV
**SMILES string**: C=C[C@]1(C)C[C@@H](OC(=O)CSCCN(CC)CC)[C@@]2(C)[C@H](C)CC[C@@]3(CCC(=O)[C@H]32)[C@@H](C)[C@@H]1O
**E_LUMO**: 0.7 eV

***

Record 2
Formula: C10H5GdNO5
Source: OMol25
Level of theory: ωB97M-V/def2-TZVPD

Each line ends with the Mulliken charge.
Geometry (Å):
O -3.105 -4.205 -1.850  -0.08
C -2.757 -3.121 -1.799  0.09
Gd -0.554 1.259 -0.839  1.76
O -3.532 1.070 -3.536  0.02
C -2.666 1.173 -2.763  0.19
C -0.358 3.745 -1.261  0.13
O -0.317 4.904 -1.498  0.06
C 0.321 0.206 -3.016  0.09
O 0.694 -0.318 -3.976  0.08
C -2.785 1.061 0.363  0.10
O -3.835 0.934 0.936  0.03
C 2.538 -0.913 2.585  -0.14
C 1.598 -1.831 2.119  -0.54
C 0.661 -1.464 1.144  -0.23
N 0.604 -0.181 0.623  -0.27
C 1.539 0.710 1.098  0.07
C 2.497 0.357 2.050  -0.72
H 3.261 -1.204 3.333  0.49
H 1.563 -2.840 2.493  0.43
H -0.077 -2.181 0.748  0.49
H 1.504 1.739 0.683  0.49
H 3.206 1.103 2.363  0.44

Atoms 1-3, force components in eV/Å:
0.779 2.526 0.088
-0.717 -2.405 -0.060
0.158 -1.506 0.202

Output
**DFT total energy**: -1579.44912 Eh
**Maximum force**: 10.433 eV Å⁻¹
**E_HOMO (spin up / spin down)**: -21.21 / -21.04 eV
**Kohn-Sham gap (spin up / spin down)**: 7.71 / 4.29 eV
**Total charge**: +3
**Multiplicity**: 8
**E_LUMO (spin up / spin down)**: -13.5 / -16.8 eV

***

Record 3
Formula: C18H21ClN4O
Source: OMol25
Level of theory: ωB97M-V/def2-TZVPD

Each line ends with the Mulliken charge.
Geometry (Å):
C -7.492 -1.323 1.475  -1.39
C -6.521 -1.606 0.334  -0.33
N -5.768 -0.421 -0.031  0.03
C -4.863 0.003 1.028  -0.86
C -3.746 0.890 0.487  -1.13
N -2.918 0.154 -0.453  0.22
C -1.547 0.147 -0.366  0.41
C -0.803 -1.016 -0.623  -0.30
C 0.572 -1.057 -0.545  -1.05
C 1.286 0.083 -0.194  0.76
N 2.678 0.116 -0.067  -0.18
C 3.560 -0.919 -0.138  0.71
O 3.258 -2.079 -0.332  -0.65
C 4.981 -0.508 0.071  0.31
C 5.857 -1.423 0.652  -0.38
C 7.178 -1.063 0.847  -0.43
C 7.578 0.203 0.444  -0.24
N 6.765 1.067 -0.140  -0.61
C 5.506 0.720 -0.327  -0.43
C 0.582 1.265 0.022  -0.60
C -0.794 1.300 -0.080  -0.09
Cl -1.535 2.864 0.081  -0.22
C -3.604 -0.920 -1.138  -0.88
C -5.072 -0.523 -1.304  -1.21
H -8.083 -0.442 1.242  0.34
H -8.159 -2.170 1.608  0.44
H -6.964 -1.153 2.410  0.31
H -5.860 -2.446 0.620  0.28
H -7.096 -1.912 -0.544  0.41
H -5.434 0.572 1.768  0.48
H -4.411 -0.864 1.542  0.38
H -3.136 1.224 1.327  0.74
H -4.189 1.771 0.007  0.24
H -1.322 -1.924 -0.878  0.36
H 1.097 -1.977 -0.739  0.50
H 3.054 1.026 0.160  0.15
H 5.483 -2.395 0.940  0.44
H 7.881 -1.745 1.300  0.38
H 8.595 0.544 0.584  0.37
H 4.903 1.458 -0.845  0.44
H 1.111 2.178 0.252  0.41
H -3.553 -1.871 -0.583  0.41
H -3.141 -1.068 -2.118  0.68
H -5.117 0.451 -1.803  0.28
H -5.580 -1.248 -1.941  0.51

Atoms 1-3, force components in eV/Å:
0.190 -0.132 -0.192
-0.204 0.054 0.060
0.000 -0.022 -0.008

Output
**Energy above the lowest of the compared OMol25 structures with the same formula, charge and spin**: 29.3 kcal/mol
**DFT total energy**: -1452.96844 Eh
**Maximum force**: 0.573 eV Å⁻¹
**E_HOMO**: -7.53 eV
**Kohn-Sham gap**: 7.97 eV
**SMILES string**: CCN1CCN(c2ccc(NC(=O)c3cccnc3)cc2Cl)CC1
**E_LUMO**: 0.4 eV

***

Record 4
Formula: C16H31CrN6O3PS2
Source: OMol25
Level of theory: ωB97M-V/def2-TZVPD

Each line ends with the Mulliken charge.
Geometry (Å):
Cr -0.646 0.302 -1.801  0.26
C 2.598 5.248 -2.093  -0.94
C 1.787 4.314 -2.983  -0.25
O 1.972 2.957 -2.639  -0.35
P 0.955 2.127 -1.629  1.15
S 1.905 0.310 -1.871  -0.66
S -0.842 3.076 -1.788  -0.69
O 1.458 2.674 -0.154  -0.34
C 2.824 2.550 0.194  -0.40
C 2.982 1.797 1.505  -1.09
H 2.514 6.267 -2.465  0.43
H 3.646 4.951 -2.086  0.26
H 2.213 5.214 -1.077  0.12
H 2.105 4.408 -4.028  0.30
H 0.718 4.558 -2.903  0.24
H 3.236 3.563 0.286  0.22
H 3.359 2.016 -0.603  0.49
H 2.467 2.322 2.308  0.29
H 4.040 1.719 1.747  0.44
H 2.560 0.800 1.402  0.08
C -3.856 0.320 -1.690  -0.92
O -2.514 0.315 -1.850  -0.55
H -4.338 0.985 -2.433  0.28
H -4.156 0.675 -0.684  0.19
H -4.284 -0.697 -1.823  0.26
C -0.667 -3.302 2.737  -0.81
C 0.057 -3.149 1.404  -0.38
N -0.339 -1.909 0.795  0.46
C -0.679 -0.775 1.460  -0.12
N -0.804 0.299 0.769  0.56
C -1.236 1.524 1.398  -0.71
C -2.016 1.275 2.687  -0.77
C -1.199 0.324 3.553  -0.64
N -0.965 -0.893 2.812  0.22
C -0.466 -2.027 3.550  -0.68
H -0.284 -4.169 3.279  0.42
H -1.732 -3.444 2.546  0.30
H -0.211 -3.959 0.719  0.30
H 1.150 -3.180 1.559  0.15
H -0.139 -1.760 -0.190  -0.21
H -1.846 2.071 0.673  0.22
H -0.349 2.138 1.603  0.03
H -2.973 0.804 2.446  0.30
H -2.200 2.213 3.212  0.42
H -1.739 0.064 4.472  0.39
H -0.249 0.802 3.848  0.26
H -1.020 -2.091 4.497  0.39
H 0.604 -1.905 3.796  0.27
N 1.488 -4.696 -1.779  -0.58
C 0.350 -3.887 -1.895  0.58
C 0.458 -2.577 -2.288  -0.62
N -0.644 -1.769 -2.510  -0.11
C -1.821 -2.472 -2.429  -0.04
C -1.899 -3.765 -2.014  -0.51
N -0.824 -4.521 -1.660  -0.71
H 2.318 -4.186 -1.514  0.25
H 1.300 -5.503 -1.199  0.31
H 1.426 -2.123 -2.457  0.38
H -2.702 -1.944 -2.760  0.45
H -2.853 -4.281 -1.966  0.39

Atoms 1-3, force components in eV/Å:
0.575 0.904 0.208
-0.166 -0.338 -0.152
-0.234 0.309 -0.032

Output
**DFT total energy**: -3364.78617 Eh
**Maximum force**: 2.476 eV Å⁻¹
**E_HOMO (spin up / spin down)**: -2.66 / -2.01 eV
**Kohn-Sham gap (spin up / spin down)**: 5.22 / 4.70 eV
**Total charge**: -1
**Multiplicity**: 2
**E_LUMO (spin up / spin down)**: 2.6 / 2.7 eV

***

Record 5
Formula: C25H33CuN2P
Source: OMol25
Level of theory: ωB97M-V/def2-TZVPD

Each line ends with the Mulliken charge.
Geometry (Å):
C -2.377 0.752 -3.943  -0.93
C -2.140 -0.464 -3.304  -0.78
C -1.325 -0.530 -2.156  1.42
C -0.739 0.629 -1.675  -0.37
C -0.998 1.851 -2.293  1.68
C -1.836 1.927 -3.420  -0.69
C -1.138 -1.854 -1.460  -0.48
C 0.286 -2.400 -1.391  -0.97
N 1.348 -1.367 -1.271  0.26
Cu 0.501 0.445 -0.137  -1.09
C -0.319 3.075 -1.741  -1.73
P 1.232 2.422 -0.963  1.27
H -2.579 -1.398 -3.668  0.40
H -2.016 2.909 -3.863  0.44
H -2.990 0.787 -4.846  0.36
H -0.914 3.565 -0.950  0.51
H -0.056 3.816 -2.512  0.53
H -1.518 -1.782 -0.429  -0.21
H -1.736 -2.599 -1.994  0.57
H 0.361 -3.074 -0.526  0.53
C 1.854 3.888 -0.119  -1.25
C 2.270 2.441 -2.472  -1.61
H 0.491 -2.989 -2.300  0.53
C 1.826 -0.973 -2.614  -1.41
C 2.489 -1.874 -0.489  -1.15
H 1.216 0.921 1.416  0.29
H 2.249 -1.859 -3.118  0.46
H 1.002 -0.574 -3.217  0.35
H 2.615 -0.220 -2.509  0.31
H 3.089 -2.580 -1.086  0.35
H 3.112 -1.024 -0.197  0.23
H 2.132 -2.375 0.418  0.32
H 2.320 3.474 -2.839  0.46
H 3.282 2.089 -2.239  0.37
H 1.849 1.807 -3.260  0.42
H 1.931 4.715 -0.835  0.41
H 1.170 4.164 0.692  0.38
H 2.843 3.665 0.300  0.42
H 1.797 1.183 0.972  -0.39
C -2.999 1.983 3.645  -0.49
C -3.159 1.857 2.255  -0.81
C -2.336 1.005 1.525  -0.29
C -1.346 0.224 2.187  0.30
C -1.244 0.315 3.602  -0.28
C -2.042 1.208 4.313  -0.66
N -0.484 -0.559 1.444  1.55
C 0.013 -1.727 2.027  -1.21
C 1.265 -1.747 2.684  0.07
C 1.662 -2.884 3.386  -0.65
C 0.839 -4.017 3.416  -0.57
C -0.396 -4.010 2.754  -0.77
C -0.805 -2.882 2.054  -0.14
H -3.625 2.680 4.207  0.35
H -3.925 2.435 1.737  0.40
H -2.423 0.902 0.439  0.39
H -0.510 -0.311 4.117  0.30
H -1.905 1.288 5.397  0.36
H 1.874 -0.838 2.665  0.34
H 2.624 -2.884 3.903  0.40
H 1.152 -4.904 3.972  0.36
H -1.045 -4.890 2.764  0.39
H -1.772 -2.833 1.545  0.40

Atoms 1-3, force components in eV/Å:
-0.126 0.156 -0.009
0.317 -0.097 0.350
-0.662 -0.305 -0.642

Output
**DFT total energy**: -3063.66334 Eh
**Maximum force**: 2.311 eV Å⁻¹
**E_HOMO (spin up / spin down)**: -6.49 / -6.44 eV
**Kohn-Sham gap (spin up / spin down)**: 6.85 / 6.17 eV
**Multiplicity**: 2
**E_LUMO (spin up / spin down)**: 0.4 / -0.3 eV

***

Record 6
Formula: C3H11N5O
Source: OMol25
Level of theory: ωB97M-V/def2-TZVPD

Each line ends with the Mulliken charge.
Geometry (Å):
H 0.017 -1.326 -1.664  0.25
N -0.433 -1.295 -0.750  -0.76
C -1.380 -0.377 -0.693  0.75
C -1.534 0.621 -1.800  -1.21
N -2.117 -0.275 0.431  -0.44
H -0.551 0.952 -2.140  0.34
H -2.119 1.487 -1.485  0.36
H -2.019 0.132 -2.650  0.32
H -1.742 -0.811 1.210  0.28
H -2.540 0.617 0.642  0.21
N 0.920 1.260 1.740  -0.70
N 0.887 0.789 0.424  -0.38
C 1.216 -0.511 0.315  0.68
N 2.345 -0.861 -0.417  -0.53
O 1.101 -1.350 1.434  -0.52
H 1.045 2.273 1.719  0.26
H -0.011 1.131 2.147  0.15
H 2.851 -1.646 -0.029  0.26
H 2.919 -0.057 -0.634  0.27
H 1.145 -0.755 2.200  0.39

Atoms 1-3, force components in eV/Å:
-0.254 0.213 0.110
-1.750 0.428 -0.439
2.289 -1.414 -0.885

Output
**Energy above the lowest of the compared OMol25 structures with the same formula, charge and spin**: 75.6 kcal/mol
**DFT total energy**: -469.83709 Eh
**Maximum force**: 4.824 eV Å⁻¹
**E_HOMO**: -7.20 eV
**Kohn-Sham gap**: 8.01 eV
**SMILES string**: [H]/N=C(\C)N.N/N=C(/N)O
**E_LUMO**: 0.8 eV